Entry 1:
46
Properties=species:S:1:pos:R:3:lowdin_charge:R:1 method="wB97M-V/def2-TZVPD" e_tot_ha=-1286.11256 e_homo_ev="-20.88 / -20.88" total_charge=+4 lumo_energy_ev="-17.3 / -17.3" homo_lumo_gap_ha="0.131 / 0.131" multiplicity=1 fmax_ev_per_a=0.857
Ru 0.187 -0.734 -0.950 1.17
C -2.463 -0.777 -2.103 -0.08
C -2.219 0.667 -1.716 -0.06
O -1.167 0.663 -0.678 -0.29
C -0.599 1.979 -0.315 -0.06
C 0.612 1.707 0.552 -0.08
O 1.449 0.649 -0.021 -0.30
C 2.484 1.022 -0.991 -0.08
C 1.935 1.066 -2.403 -0.06
O 1.118 -0.156 -2.581 -0.27
C 0.299 -0.240 -3.807 -0.06
C -0.595 -1.453 -3.646 -0.08
O -1.207 -1.499 -2.315 -0.29
H -3.076 -0.832 -3.002 0.16
H -2.966 -1.319 -1.304 0.15
H -3.116 1.110 -1.281 0.17
H -1.872 1.291 -2.541 0.14
H -1.360 2.530 0.238 0.17
H -0.367 2.508 -1.239 0.14
H 0.327 1.337 1.536 0.15
H 1.202 2.615 0.680 0.17
H 3.253 0.258 -0.886 0.15
H 2.913 1.987 -0.719 0.16
H 2.744 1.036 -3.134 0.17
H 1.295 1.925 -2.602 0.14
H 0.974 -0.365 -4.655 0.17
H -0.245 0.699 -3.912 0.14
H -0.027 -2.378 -3.723 0.15
H -1.374 -1.455 -4.409 0.16
C -0.965 -4.368 1.357 -0.35
Te 0.294 -2.654 1.332 1.60
C 1.864 -4.103 1.306 -0.33
C 1.290 -5.478 1.291 -0.17
C 2.087 -6.601 1.305 0.04
C 1.473 -7.850 1.314 0.13
C 0.032 -7.982 1.294 0.10
C -0.773 -6.870 1.271 0.04
C -0.169 -5.610 1.290 -0.16
H -1.781 -4.334 0.627 0.12
H -1.462 -4.302 2.345 0.14
H 2.434 -3.928 2.231 0.12
H 2.561 -3.920 0.481 0.12
H 3.168 -6.530 1.316 0.16
H 2.078 -8.750 1.337 0.16
H -0.400 -8.977 1.305 0.16
H -1.851 -6.968 1.268 0.16

Entry 2:
49
Properties=species:S:1:pos:R:3:lowdin_charge:R:1 method="wB97M-V/def2-TZVPD" e_tot_ha=-4289.29392 e_homo_ev=-8.94 total_charge=0 lumo_energy_ev=-0.7 homo_lumo_gap_ha=0.303 multiplicity=1 fmax_ev_per_a=3.330 smiles="CCC[C@H]1C(=O)N[C@](N)(Br)[C@]1(CC)CCCSC(=S)n1ccnc1"
C 2.082 -4.878 0.366 -0.11
C 0.935 -4.267 -0.486 -0.24
C -0.202 -3.603 0.335 -0.15
C 0.066 -2.152 0.840 -0.20
C 1.468 -1.832 1.402 -0.47
O 2.108 -2.430 2.226 0.10
N 1.797 -0.621 0.733 0.04
C 0.536 0.162 0.588 -0.69
N 0.943 1.301 -0.243 0.07
Br 0.180 0.737 2.470 0.83
C -0.451 -0.907 -0.038 -0.33
C -0.154 -1.309 -1.496 -0.15
C -0.372 -0.171 -2.557 -0.09
C -1.932 -0.812 0.433 -0.15
C -2.837 0.274 -0.224 -0.22
C -2.790 1.676 0.464 -0.47
S -2.003 2.942 -0.587 0.90
C -1.146 4.006 0.559 -1.04
S -1.734 4.355 2.042 0.70
N 0.094 4.529 0.156 -0.16
C 0.951 5.326 0.877 -0.10
C 2.041 5.538 0.074 -0.11
N 1.829 4.888 -1.137 0.06
C 0.681 4.313 -1.083 -0.21
H 2.872 -4.132 0.527 0.06
H 1.735 -5.310 1.313 0.08
H 2.555 -5.673 -0.236 0.07
H 1.396 -3.613 -1.238 0.09
H 0.467 -5.094 -1.053 0.10
H -0.327 -4.224 1.238 0.12
H -1.165 -3.622 -0.197 0.10
H -0.534 -2.118 1.773 0.13
H 2.415 -0.138 1.390 0.12
H 1.931 1.175 -0.456 0.10
H 0.947 2.113 0.374 0.03
H -0.764 -2.157 -1.829 0.12
H 0.918 -1.546 -1.532 0.11
H -0.761 0.760 -2.133 0.02
H 0.562 0.077 -3.080 0.07
H -1.087 -0.502 -3.330 0.07
H -2.027 -0.693 1.521 0.09
H -2.392 -1.788 0.194 0.12
H -2.721 0.348 -1.315 0.09
H -3.876 -0.067 -0.070 0.11
H -3.828 2.009 0.610 0.07
H -2.353 1.616 1.468 0.02
H 0.786 5.705 1.877 0.10
H 2.932 6.104 0.327 0.10
H 0.225 3.704 -1.858 0.11

Entry 3:
52
Properties=species:S:1:pos:R:3:lowdin_spin:R:1 method="wB97M-V/def2-TZVPD" e_tot_ha=-4139.06307 e_homo_ev="-14.12 / -15.18" total_charge=+2 lumo_energy_ev="-8.4 / -9.8" homo_lumo_gap_ha="0.210 / 0.198" de_lowest_kcal_mol=101.5 multiplicity=5 fmax_ev_per_a=6.359
C 0.683 -1.601 -4.182 -0.05
C 0.320 -1.994 -2.792 -0.19
H 0.810 -2.529 -4.744 -0.01
H 1.624 -1.031 -4.226 0.00
H -0.136 -1.028 -4.636 0.00
O 0.269 -3.120 -2.284 -0.22
I -0.714 2.235 0.414 0.75
Co -0.219 -0.535 -1.541 2.02
P -2.190 -0.298 -1.900 0.05
C -3.294 -1.250 -0.767 0.00
C -2.953 1.396 -1.765 0.03
H -3.888 1.466 -2.330 0.00
H -3.834 -0.730 -3.669 0.00
H -2.241 2.126 -2.169 0.00
H -2.237 -0.207 -4.304 0.00
H -3.133 -0.918 0.272 0.00
H -3.136 1.641 -0.704 0.01
C -2.748 -0.832 -3.563 0.02
H -4.350 -1.135 -1.044 0.00
H -2.453 -1.878 -3.692 0.00
H -3.008 -2.307 -0.841 0.00
P 2.477 -0.284 -0.866 0.23
C 2.872 -1.308 0.633 0.03
C 3.580 -0.878 -2.219 0.10
H 2.457 2.127 -1.087 0.00
H 4.019 1.466 -0.512 0.00
H 2.659 1.682 0.629 0.00
C 2.930 1.425 -0.400 0.01
H 3.379 -0.208 -3.068 0.00
H 4.572 -0.750 -1.767 0.01
H 3.969 -1.193 0.852 0.00
H 2.610 -2.386 0.438 0.00
H 3.292 -1.927 -2.396 0.00
H 2.415 -1.073 1.592 0.01
C -0.387 -1.871 -0.155 0.13
O -0.515 -2.780 0.532 0.05
O -2.298 -1.206 4.783 0.02
S -2.110 -0.239 3.682 0.01
O -3.271 0.390 3.028 0.00
N -1.096 -0.944 2.500 0.07
C 0.047 -0.357 2.535 0.12
S 0.563 -0.093 0.544 0.71
C 0.376 0.735 3.371 0.03
C 1.482 1.620 3.282 0.00
C 1.381 2.811 3.990 0.00
C 0.197 3.120 4.675 0.00
C -0.897 2.231 4.695 0.00
C -0.826 1.007 4.071 0.01
H 2.392 1.342 2.721 0.00
H 2.231 3.496 3.983 0.00
H 0.135 4.093 5.195 0.00
H -1.806 2.477 5.206 0.00

Entry 4:
52
Properties=species:S:1:pos:R:3:lowdin_spin:R:1 method="wB97M-V/def2-TZVPD" e_tot_ha=-2318.70879 e_homo_ev="-9.40 / -10.22" total_charge=+1 lumo_energy_ev="-3.8 / -3.9" homo_lumo_gap_ha="0.206 / 0.231" multiplicity=4 fmax_ev_per_a=5.579
O 2.334 1.392 -3.021 0.00
H 3.187 1.811 -3.210 0.00
Cr 0.611 1.035 -0.326 2.50
N -1.228 0.933 -1.178 -0.08
N 0.937 -0.503 -1.503 -0.01
O -2.474 1.566 -1.155 -0.02
O 2.157 -0.951 -2.011 0.00
C -1.334 -0.205 -1.887 -0.04
C -0.167 -0.988 -2.099 -0.12
C -2.701 -0.505 -2.356 0.00
C -0.164 -2.192 -2.965 -0.02
H -3.111 0.320 -2.947 0.00
H -3.381 -0.683 -1.510 0.00
H -2.685 -1.404 -2.976 0.00
H 0.833 -2.637 -3.024 0.00
H -0.494 -1.932 -3.981 -0.01
H -0.862 -2.940 -2.564 -0.01
H -2.439 2.444 -0.700 0.00
H 2.435 -0.118 -2.546 0.00
O 1.773 -3.034 -0.163 0.00
H 2.236 -3.882 -0.266 0.00
H 2.227 -2.418 -0.775 0.00
C 1.709 2.143 -1.732 0.04
H 2.303 1.772 -0.875 0.01
H 0.613 2.055 -1.893 0.01
H 1.953 3.210 -1.827 0.00
O -3.581 3.825 -0.414 0.00
H -3.554 4.371 -1.222 0.00
H -3.559 4.473 0.311 0.00
C -3.321 -2.424 2.400 0.04
C -3.446 -1.106 1.940 0.00
C -2.328 -0.418 1.484 0.03
C -1.073 -1.055 1.521 0.01
C -0.951 -2.387 1.937 0.03
C -2.074 -3.071 2.384 0.00
N 0.092 -0.342 1.229 0.22
N 1.127 -0.788 1.925 0.17
C 2.072 0.192 2.059 0.05
C 3.066 0.087 3.053 0.02
C 3.795 1.222 3.371 0.05
C 3.548 2.405 2.650 0.03
C 2.651 2.398 1.591 0.04
N 1.942 1.296 1.268 0.06
H -4.201 -2.951 2.773 0.00
H -4.417 -0.604 1.944 0.00
H -2.377 0.613 1.135 0.00
H 0.040 -2.838 1.887 0.00
H -1.964 -4.103 2.721 0.00
H 3.156 -0.883 3.537 0.00
H 4.542 1.200 4.162 0.00
H 4.071 3.330 2.887 0.00
H 2.473 3.270 0.954 0.00

Entry 5:
49
Properties=species:S:1:pos:R:3:lowdin_spin:R:1 method="wB97M-V/def2-TZVPD" e_tot_ha=-2415.90985 e_homo_ev="-14.41 / -14.45" total_charge=+2 lumo_energy_ev="-5.9 / -5.9" homo_lumo_gap_ha="0.314 / 0.314" de_lowest_kcal_mol=3.0 multiplicity=5 fmax_ev_per_a=0.561
Cr 0.447 -0.030 0.146 3.81
N -0.089 3.432 -1.948 0.01
C -1.153 3.738 -1.100 0.00
C -2.018 4.825 -1.053 0.00
C -2.965 4.808 -0.052 0.00
C -3.048 3.749 0.869 0.00
C -2.184 2.678 0.815 0.00
C -1.222 2.683 -0.193 0.00
N -0.211 1.770 -0.507 0.01
C 0.431 2.267 -1.555 0.02
C 1.559 1.517 -2.099 0.01
C 2.378 1.751 -3.150 0.00
S 3.515 0.487 -3.292 0.01
C 2.846 -0.281 -1.939 0.02
N 1.834 0.349 -1.406 0.01
H 0.235 4.001 -2.714 0.00
H -1.955 5.641 -1.760 0.00
H -3.662 5.631 0.030 0.00
H -3.808 3.783 1.638 0.00
H -2.249 1.867 1.529 0.00
H 2.375 2.579 -3.843 0.00
H 3.238 -1.215 -1.561 0.00
C -2.291 -2.362 -2.774 0.00
C -1.181 -1.390 -2.452 0.00
O -0.298 -1.894 -1.411 0.04
H -2.946 -1.940 -3.537 0.00
H -2.888 -2.580 -1.888 0.00
H -1.888 -3.298 -3.166 0.00
H -1.584 -0.454 -2.061 0.00
H -0.589 -1.160 -3.340 0.00
H 0.031 -2.754 -1.700 0.00
C 2.499 -1.323 2.530 0.01
C 1.304 -2.267 2.466 0.01
C 0.630 -2.392 3.830 0.00
C 1.712 -3.635 1.937 0.00
N 0.348 -1.719 1.429 0.00
N -0.536 -0.647 1.853 0.01
H 3.191 -1.635 3.312 0.00
H 2.189 -0.298 2.767 0.00
H 3.041 -1.319 1.581 0.00
H 1.254 -3.006 4.477 0.00
H -0.344 -2.882 3.759 0.00
H 0.514 -1.430 4.337 0.00
H 2.478 -4.065 2.581 0.00
H 2.127 -3.562 0.928 0.00
H 0.862 -4.323 1.925 0.00
H -0.214 -2.467 1.037 0.00
H -0.215 -0.278 2.744 0.01
H -1.497 -0.947 1.983 0.00

Entry 6:
52
Properties=species:S:1:pos:R:3:lowdin_spin:R:1 method="wB97M-V/def2-TZVPD" e_tot_ha=-1378.42979 e_homo_ev="-9.78 / -11.27" total_charge=+1 lumo_energy_ev="-2.9 / -5.6" homo_lumo_gap_ha="0.253 / 0.210" de_lowest_kcal_mol=59.8 multiplicity=5 fmax_ev_per_a=5.983
O 1.620 1.395 -2.646 0.03
H 1.810 2.187 -3.180 0.00
Ir 0.391 0.537 0.094 1.26
N -1.367 -0.034 -0.663 0.38
N 0.839 -0.910 -1.184 0.36
O -2.669 0.330 -0.321 0.10
O 2.127 -1.369 -1.443 0.05
C -1.373 -0.859 -1.718 0.20
C -0.100 -1.340 -2.052 0.19
C -2.698 -1.146 -2.289 0.03
C 0.267 -2.177 -3.220 0.03
H -3.253 -0.232 -2.535 0.01
H -3.319 -1.747 -1.610 0.01
H -2.555 -1.716 -3.211 0.00
H 1.001 -2.956 -2.964 0.00
H 0.674 -1.568 -4.049 0.01
H -0.634 -2.674 -3.598 0.00
H -2.598 1.036 0.356 0.00
H 2.430 -0.801 -2.190 0.01
O 1.666 -3.464 0.398 0.00
H 2.072 -4.337 0.256 0.00
H 2.015 -2.882 -0.305 0.00
C 1.044 1.861 -1.293 0.12
H 1.801 1.413 -0.582 0.02
H -0.042 1.543 -1.354 0.02
H 1.072 2.950 -1.165 0.01
O -1.057 5.314 -0.287 0.00
H -1.581 5.549 -1.074 0.00
H -1.649 5.528 0.457 0.00
C -3.235 -2.896 2.988 0.00
C -3.316 -1.496 2.953 0.00
C -2.263 -0.755 2.437 0.02
C -1.131 -1.427 1.941 0.03
C -1.079 -2.827 1.893 0.01
C -2.126 -3.560 2.437 0.00
N 0.043 -0.678 1.629 0.41
N 1.029 -0.819 2.539 0.34
C 1.672 0.382 2.652 0.05
C 2.535 0.720 3.722 0.05
C 2.895 2.044 3.887 0.04
C 2.396 3.009 2.993 0.06
C 1.587 2.632 1.931 0.05
N 1.341 1.317 1.704 0.10
H -4.042 -3.478 3.438 0.00
H -4.202 -0.989 3.338 0.00
H -2.246 0.338 2.483 0.00
H -0.198 -3.284 1.441 0.00
H -2.079 -4.650 2.432 0.00
H 2.820 -0.087 4.388 0.00
H 3.549 2.351 4.703 0.00
H 2.643 4.063 3.111 0.00
H 1.141 3.334 1.223 0.00